(1)
Density functional theory data (wB97M-V/def2-TZVPD) for C2H6 in the gas phase.

Properties
2S+1 = 1
molar mass = 30.1 g/mol
net charge = 0
HOMO-LUMO gap = 12.2 eV
HOMO = -10.865 eV
SMILES string = CC
total energy = -79.73617 Ha
energy relative to the best compared isomer or geometry (same formula, charge and spin) = 34.99 kcal/mol

Positions of all 8 atoms, in Å:
C 0.76 -0.24 -0.11
C -0.95 0.21 0.17
H 0.86 -1.00 -0.80
H 1.37 0.66 -0.59
H 1.24 -0.36 0.81
H -0.88 1.10 0.83
H -1.26 -0.81 0.46
H -1.15 0.45 -0.75

Atomic partial charges in e from the Mulliken method, atoms 1 to 6: -0.940 -0.763 0.346 0.247 0.313 0.275

(2)
Density functional theory data (wB97M-V/def2-TZVPD) for C2H5N5O in the gas phase.

Properties
2S+1 = 1
molar mass = 115.1 g/mol
net charge = 0
HOMO-LUMO gap = 7.9 eV
HOMO = -7.697 eV
SMILES string = [H]/N=c1/[nH]nc(O)n1N
total energy = -428.05985 Ha
energy relative to the best compared isomer or geometry (same formula, charge and spin) = 102.45 kcal/mol

Positions of all 13 atoms, in Å:
H -2.61 1.13 -0.02
N -2.16 0.06 -0.01
C -0.91 -0.33 -0.01
N -0.71 -1.58 0.03
N 0.58 -1.98 -0.05
C 1.13 -0.79 -0.25
O 2.42 -0.47 0.12
N 0.26 0.17 -0.41
N 0.67 1.56 0.05
H -1.43 -2.49 0.29
H 2.24 0.48 -0.09
H 0.27 2.27 -0.68
H 0.25 1.95 1.05

Atomic partial charges in e from the Mulliken method, atoms 1 to 6: 0.186 -0.729 0.312 0.101 -0.772 0.389

(3)
Density functional theory data (wB97M-V/def2-TZVPD) for a molecular structure, C16H24N3ORhS2.

Properties
2S+1 = 1
molar mass = 441.4 g/mol
net charge = +2
HOMO-LUMO gap = 6.7 eV
HOMO = -14.305 eV
total energy = -1769.94220 Ha
energy relative to the best compared isomer or geometry (same formula, charge and spin) = 0.00 kcal/mol

Positions of all 47 atoms, in Å:
Rh 0.59 0.40 -0.05
S 4.64 -1.20 -0.39
C 4.17 -0.76 -1.97
C 2.90 -0.26 -2.04
C 2.32 -0.23 -0.75
C 3.13 -0.70 0.24
C 2.65 -0.74 1.59
C 3.32 -1.19 2.72
C 2.69 -1.12 3.94
C 1.41 -0.58 4.03
C 0.79 -0.15 2.88
N 1.39 -0.24 1.69
H 4.86 -0.91 -2.79
H 2.43 0.07 -2.95
H 4.32 -1.59 2.62
H 3.19 -1.47 4.83
H 0.89 -0.50 4.98
H -0.19 0.29 2.91
C 1.53 4.67 0.82
C 0.69 3.50 0.39
O 1.40 2.24 0.65
H 0.97 5.59 0.67
H 2.44 4.74 0.22
H 1.80 4.60 1.87
H 0.44 3.54 -0.67
H -0.23 3.42 0.98
H 2.31 2.34 0.34
C -2.15 0.73 0.21
N -2.69 -0.44 -0.45
C -3.89 -1.01 0.21
C -2.01 -1.11 -1.39
S -0.24 -1.05 -1.51
N -2.64 -1.86 -2.27
C -1.95 -2.87 -3.10
C -4.05 -1.66 -2.63
H -2.97 1.33 0.60
H -1.63 1.38 -0.50
H -1.53 0.44 1.08
H -3.74 -0.93 1.28
H -3.98 -2.06 -0.05
H -4.79 -0.47 -0.07
H -1.11 -3.30 -2.57
H -1.62 -2.42 -4.03
H -2.67 -3.66 -3.32
H -4.38 -0.67 -2.33
H -4.69 -2.42 -2.20
H -4.11 -1.72 -3.72

Atomic partial charges in e from the Mulliken method, atoms 1 to 6: -0.379 -0.149 -0.492 -0.323 0.140 0.190

(4)
Density functional theory data (wB97M-V/def2-TZVPD) for a molecular structure, C17H15CeClO2.

Properties
2S+1 = 2
molar mass = 426.9 g/mol
net charge = -1
HOMO-LUMO gap (alpha / beta) = 6.0 / 6.0 eV
HOMO (alpha / beta) = -3.391 / -3.394 eV
total energy = -1742.72426 Ha
energy relative to the best compared isomer or geometry (same formula, charge and spin) = 21.84 kcal/mol

Positions of all 36 atoms, in Å:
C -0.22 0.97 1.44
C -1.65 0.91 1.24
C -1.97 1.77 0.12
H -2.37 0.35 1.86
C -0.75 2.36 -0.35
C 0.30 1.90 0.49
H 1.36 2.20 0.42
H 0.35 0.42 2.20
H -2.97 1.94 -0.29
H -0.61 2.99 -1.23
Ce -0.49 -0.21 -0.79
Cl -0.70 -2.58 0.05
C -2.85 -2.46 -2.09
C -3.07 -1.31 -2.90
C -4.02 -0.48 -2.23
H -2.65 -1.14 -3.89
C -4.37 -1.11 -1.00
C -3.65 -2.34 -0.92
H -3.73 -3.06 -0.11
H -2.21 -3.30 -2.34
H -4.46 0.44 -2.62
H -5.12 -0.77 -0.29
O 2.82 0.71 -2.57
C 2.78 0.43 -1.38
O 1.68 0.04 -0.75
C 4.03 0.58 -0.54
C 4.01 0.47 0.85
C 5.17 0.69 1.60
C 6.36 1.09 0.95
C 6.40 1.20 -0.46
C 5.24 0.91 -1.20
H 3.05 0.22 1.35
H 5.15 0.57 2.67
H 7.25 1.34 1.53
H 7.30 1.56 -0.97
H 5.25 1.02 -2.28

Atomic partial charges in e from the Mulliken method, atoms 1 to 6: -0.467 -0.523 -0.291 0.366 -0.810 -0.185

(5)
Density functional theory data (wB97M-V/def2-TZVPD) for a gas-phase ion, C3H6N5O3 (charge +1).

Properties
2S+1 = 1
molar mass = 160.1 g/mol
net charge = +1
HOMO-LUMO gap (alpha / beta) = 7.4 / 7.3 eV
HOMO (alpha / beta) = -14.539 / -14.408 eV
SMILES string = C=N[C@@]1(N)NO[NH+]=C1[N+](=O)[O-]
total energy = -616.77001 Ha
energy relative to the best compared isomer or geometry (same formula, charge and spin) = 237.55 kcal/mol

Positions of all 17 atoms, in Å:
C -1.67 -0.58 -1.31
N -0.72 -1.05 -0.66
C -0.14 -0.47 0.55
N -1.03 -0.25 1.54
N 0.94 -1.53 0.80
O 2.18 -1.03 0.51
N 2.12 0.14 -0.12
C 0.64 0.77 0.17
N 0.33 2.01 -0.41
O -0.86 2.23 -0.47
O 1.24 2.70 -0.77
H -2.14 -1.06 -2.22
H -2.09 0.48 -1.37
H -0.76 0.30 2.35
H -1.75 -0.89 1.61
H 0.75 -2.41 0.26
H 2.95 0.64 -0.46

Atomic partial charges in e from the Mulliken method, atoms 1 to 6: -0.094 -0.538 1.017 -0.405 -0.276 -0.036

(6)
Density functional theory data (wB97M-V/def2-TZVPD) for C26H34ClN3O5 in the gas phase.

Properties
2S+1 = 1
molar mass = 504.0 g/mol
net charge = 0
HOMO-LUMO gap = 8.2 eV
HOMO = -7.501 eV
SMILES string = CCCCOc1c(Cl)cc(C(=O)N(C)CC(=O)Nc2ccc(N3CCOCC3)cc2)cc1OCC
total energy = -2011.81553 Ha
energy relative to the best compared isomer or geometry (same formula, charge and spin) = 0.00 kcal/mol

Positions of all 69 atoms, in Å:
C 1.39 4.31 -1.97
C 0.67 4.45 -0.63
C -0.68 3.75 -0.65
C -1.42 3.91 0.68
O -2.71 3.32 0.66
C -2.87 2.00 0.37
C -4.02 1.66 -0.33
Cl -5.09 2.93 -0.79
C -4.33 0.36 -0.68
C -3.47 -0.65 -0.30
C -3.58 -2.06 -0.77
O -3.43 -2.35 -1.95
N -3.72 -3.01 0.19
C -3.96 -2.74 1.58
C -3.26 -4.36 -0.12
C -1.74 -4.31 0.09
O -1.23 -4.66 1.13
N -1.11 -3.70 -0.94
C 0.13 -3.05 -0.93
C 1.06 -3.18 0.09
C 2.23 -2.44 0.07
C 2.53 -1.56 -0.97
N 3.72 -0.85 -1.05
C 4.75 -1.02 -0.05
C 4.52 -0.07 1.14
O 4.48 1.27 0.70
C 3.49 1.46 -0.29
C 3.71 0.53 -1.49
C 1.59 -1.46 -2.01
C 0.41 -2.18 -1.98
C -2.31 -0.34 0.41
C -2.00 0.96 0.77
O -0.90 1.29 1.50
C -0.04 0.26 1.97
C 0.98 0.91 2.89
H 0.80 4.77 -2.77
H 2.36 4.79 -1.94
H 1.54 3.26 -2.22
H 1.29 4.01 0.16
H 0.54 5.50 -0.40
H -0.54 2.69 -0.86
H -1.31 4.17 -1.45
H -1.61 4.96 0.88
H -0.81 3.49 1.50
H -5.23 0.14 -1.24
H -4.24 -1.70 1.72
H -4.77 -3.38 1.93
H -3.07 -2.96 2.18
H -3.53 -4.60 -1.15
H -3.72 -5.07 0.57
H -1.70 -3.44 -1.73
H 0.86 -3.85 0.91
H 2.91 -2.57 0.90
H 4.80 -2.06 0.28
H 5.70 -0.76 -0.52
H 5.34 -0.13 1.85
H 3.57 -0.33 1.64
H 3.56 2.51 -0.59
H 2.49 1.27 0.13
H 2.93 0.70 -2.23
H 4.68 0.75 -1.95
H 1.78 -0.83 -2.86
H -0.30 -2.07 -2.78
H -1.63 -1.14 0.67
H -0.62 -0.48 2.53
H 0.45 -0.24 1.13
H 0.48 1.42 3.70
H 1.64 0.15 3.30
H 1.58 1.64 2.34

Atomic partial charges in e from the Mulliken method, atoms 1 to 6: -1.246 -0.269 -0.008 -0.771 -0.569 0.103

(7)
Density functional theory data (wB97M-V/def2-TZVPD) for a molecular structure, C13H15N2.

Properties
2S+1 = 1
molar mass = 199.3 g/mol
net charge = +1
HOMO-LUMO gap = 9.3 eV
HOMO = -12.334 eV
total energy = -613.57229 Ha
energy relative to the best compared isomer or geometry (same formula, charge and spin) = 69.73 kcal/mol

Positions of all 30 atoms, in Å:
C 2.85 1.87 -0.32
C 3.35 0.60 -0.23
C 1.48 2.09 -0.13
C 2.48 -0.53 0.02
C -1.61 2.32 0.31
C -2.92 2.01 0.16
C 0.58 1.00 0.01
C 1.09 -0.33 0.12
C -0.86 1.15 0.07
C 0.19 -1.52 0.41
C -1.01 -1.51 -0.46
C -0.09 -1.59 1.96
C -0.72 -1.71 -1.93
N -2.96 0.68 -0.18
N -1.72 0.21 -0.14
H 3.54 2.75 -0.34
H 4.45 0.42 -0.40
H 1.20 3.26 -0.06
H 2.79 -1.52 0.12
H -1.28 3.31 0.57
H -3.87 2.54 0.27
H 0.76 -2.51 0.22
H -1.81 -2.17 -0.17
H 0.33 -2.53 2.36
H -1.16 -1.66 2.09
H 0.31 -0.77 2.49
H -0.46 -2.89 -1.75
H 0.18 -1.16 -2.09
H -1.47 -1.66 -2.71
H -3.66 -0.13 -0.27

Atomic partial charges in e from the Mulliken method, atoms 1 to 6: -0.549 -0.608 -0.598 -0.636 -0.993 -0.332

(8)
Density functional theory data (wB97M-V/def2-TZVPD) for a molecular structure, C42H32N8O2Ru.

Properties
2S+1 = 1
molar mass = 781.8 g/mol
net charge = +2
HOMO-LUMO gap (alpha / beta) = 6.0 / 5.9 eV
HOMO (alpha / beta) = -13.304 / -13.302 eV
total energy = -2302.69796 Ha
energy relative to the best compared isomer or geometry (same formula, charge and spin) = 0.00 kcal/mol

Positions of all 85 atoms, in Å:
Ru 0.50 1.02 -0.73
C -0.84 1.37 -6.04
C -1.91 1.17 -5.17
C -1.77 1.49 -3.82
C -0.56 1.98 -3.36
C 0.50 2.19 -4.22
C 0.36 1.88 -5.57
N -0.39 2.24 -1.95
C -1.19 3.20 -1.32
C -2.12 4.02 -1.97
C -2.84 4.93 -1.22
C -2.65 5.05 0.15
C -1.70 4.28 0.80
C -0.98 3.38 0.05
N 0.03 2.52 0.56
N 0.38 2.59 1.75
C 1.45 1.70 2.01
C 1.94 1.62 3.29
C 3.01 0.75 3.53
C 3.52 0.03 2.48
C 2.94 0.15 1.21
N 1.92 0.97 0.97
H -0.96 1.14 -7.09
H -2.85 0.78 -5.53
H -2.59 1.33 -3.13
H 1.42 2.62 -3.85
H 1.18 2.07 -6.25
H -2.25 3.94 -3.04
H -3.57 5.56 -1.72
H -3.24 5.77 0.71
H -1.53 4.37 1.87
H 1.50 2.23 4.06
H 3.41 0.65 4.52
H 4.34 -0.66 2.62
H 3.30 -0.44 0.38
C 4.35 1.95 -2.23
C 4.53 1.03 -3.26
C 3.55 0.08 -3.50
C 2.41 0.07 -2.71
N 2.25 0.96 -1.71
C 3.20 1.88 -1.48
C 1.28 -0.84 -2.89
C 1.20 -1.84 -3.83
C 0.04 -2.59 -3.90
C -1.00 -2.31 -3.03
C -0.85 -1.29 -2.11
N 0.27 -0.58 -2.04
H 5.09 2.71 -2.02
H 5.42 1.05 -3.86
H 3.66 -0.64 -4.29
H 3.01 2.58 -0.68
H 2.03 -2.04 -4.50
H -0.05 -3.39 -4.63
H -1.93 -2.86 -3.06
H -1.64 -1.02 -1.43
O -1.81 0.67 0.04
C -1.34 -0.18 0.83
N -1.88 -0.71 1.93
C -0.98 -1.75 2.47
C 0.27 -1.50 1.60
O 1.35 -2.01 1.74
N -0.09 -0.58 0.60
C -1.57 -3.13 2.19
C -2.64 -3.55 2.97
C -3.27 -4.75 2.70
C -2.84 -5.55 1.65
C -1.76 -5.14 0.88
C -1.13 -3.93 1.14
C -0.61 -1.52 3.93
C 0.19 -2.45 4.58
C 0.58 -2.24 5.89
C 0.15 -1.10 6.58
C -0.66 -0.18 5.93
C -1.04 -0.39 4.61
H -2.86 -0.65 2.14
H -2.96 -2.95 3.81
H -4.10 -5.07 3.32
H -3.33 -6.49 1.44
H -1.40 -5.77 0.07
H -0.27 -3.64 0.54
H 0.53 -3.33 4.05
H 1.20 -2.96 6.40
H 0.44 -0.94 7.61
H -1.01 0.70 6.46
H -1.67 0.34 4.11

Atomic partial charges in e from the Mulliken method, atoms 1 to 6: -1.085 -0.616 -0.996 0.293 -0.715 -0.097